Molecular formula: C14H27N2STi
Method: DFT, ωB97M-V/def2-TZVPD

```
! RIJCOSX wB97M-V def2-TZVPD def2/J DEFGRID3
* xyz 2 2
Ti -0.386 -0.306 -0.068
S 1.022 -0.527 2.394
N 0.080 1.288 4.369
N 0.055 -0.903 4.918
C 0.140 3.781 -0.840
C 0.763 1.964 0.797
C 2.409 -0.591 -1.840
C -0.016 0.689 -3.255
C -2.724 -0.609 -2.089
C 0.295 0.008 3.957
C -0.136 -0.367 -2.201
C -0.395 2.635 0.065
C 1.414 -2.855 0.181
C -0.924 -2.071 -0.769
C -1.333 -1.022 -1.737
C -1.867 -2.970 -0.059
C 0.511 -2.015 -0.651
C 0.988 -0.965 -1.541
H 0.766 1.402 -2.991
H 3.095 -0.900 -1.037
H 0.159 -0.696 5.914
H -2.830 -2.478 0.141
H -3.157 -1.299 -2.823
H 1.257 2.642 1.444
H 1.549 -3.865 -0.254
H 2.419 -2.398 0.259
H 2.752 -1.051 -2.789
H -1.457 -3.295 0.904
H -0.673 4.427 -1.224
H -1.085 3.069 0.800
H 0.440 1.277 1.582
H 0.089 2.074 3.741
H -3.388 -0.570 -1.215
H -2.719 0.400 -2.532
H 1.048 -2.992 1.212
H 0.690 3.398 -1.732
H -2.078 -3.866 -0.661
H 0.255 0.252 -4.225
H 0.089 -1.872 4.653
H 0.101 1.514 5.365
H 0.838 4.431 -0.277
H -1.041 1.999 -0.605
H 1.432 1.492 0.061
H -0.946 1.238 -3.370
H 2.498 0.505 -1.972
*
```

Values from the calculation:
* HOMO energy (spin up / spin down): -15.25 / -15.30 eV
* LUMO (spin up / spin down): -7.7 / -7.6 eV
* electronic energy: -1906.20043 Ha



Molecular formula: C4H9ClN2OS
Method: DFT, ωB97M-V/def2-TZVPD

```
! RIJCOSX wB97M-V def2-TZVPD def2/J DEFGRID3
* xyz 0 1
Cl -4.329 -0.700 0.862
S 0.519 -0.852 0.390
O -2.291 1.418 -0.595
N -2.502 -0.272 1.113
N 0.178 0.608 0.692
C 1.975 -0.763 -1.005
C -1.245 1.899 -1.370
C 1.488 -1.386 1.902
C -2.108 0.531 0.287
H -1.478 2.973 -1.584
H 2.049 -0.402 2.027
H 2.075 -2.204 1.468
H -0.385 1.547 -0.826
H 2.290 0.298 -0.841
H 0.876 -1.712 2.782
H 1.495 -0.772 -1.956
H -1.242 1.406 -2.389
H 2.634 -1.616 -0.958
*
```

Values from the calculation:
* HOMO energy (spin up / spin down): -7.92 / -8.62 eV
* LUMO (spin up / spin down): -1.0 / -0.8 eV
* electronic energy: -1200.66529 Ha
* energy above the lowest of the compared OMol25 structures with the same formula, charge and spin: 135.5 kcal/mol



Molecular formula: C23H27N5O2S
Method: DFT, ωB97M-V/def2-TZVPD

```
! RIJCOSX wB97M-V def2-TZVPD def2/J DEFGRID3
* xyz 0 1
S 0.374 -5.262 -1.307
O -0.038 0.986 3.188
O -0.514 -1.964 1.598
N 1.690 0.134 1.980
N -0.029 -0.516 -0.060
N 1.308 -4.045 -1.935
N 1.109 -2.931 -1.392
N -0.247 4.518 -0.734
C -3.510 1.584 -3.004
C -0.432 0.543 0.866
C 0.183 -2.932 -0.410
C -0.348 -4.189 -0.205
C 3.446 2.343 2.961
C -1.105 1.513 -2.867
C -4.758 2.227 -3.526
C 0.848 3.790 -0.600
C 0.098 -0.202 -1.470
C -2.262 2.090 -3.350
C 2.071 -1.149 4.021
C -1.164 0.411 -2.025
C 2.651 -0.108 3.058
C -0.356 1.928 0.291
C -0.164 -1.767 0.446
C -1.391 3.986 -0.344
C 2.922 1.200 3.823
C 0.424 0.547 2.162
C 0.854 2.501 -0.092
C -3.565 0.471 -2.177
C 3.920 -0.656 2.406
C -2.407 -0.112 -1.695
C -1.502 2.706 0.175
H 0.934 0.488 -1.618
H 2.742 2.575 2.166
H 2.794 -1.395 4.794
H 3.723 -1.627 1.955
H -2.263 4.616 -0.457
H 0.339 -1.121 -2.009
H -4.524 0.056 -1.901
H 1.911 -0.307 1.099
H 3.638 0.985 4.618
H 4.412 2.104 2.521
H -4.725 3.304 -3.370
H -2.199 2.954 -3.995
H 1.985 1.513 4.284
H 1.767 4.266 -0.916
H -5.640 1.827 -3.034
H 1.783 1.961 0.006
H -0.145 1.930 -3.136
H -4.851 2.050 -4.598
H -1.460 0.350 1.202
H 1.804 -2.055 3.481
H -1.084 -4.483 0.512
H -2.462 2.318 0.474
H -2.472 -0.976 -1.047
H 3.566 3.234 3.572
H 1.172 -0.757 4.487
H 4.699 -0.780 3.154
H 4.287 0.016 1.635
*
```

Values from the calculation:
* HOMO energy: -8.97 eV
* LUMO: -0.1 eV
* electronic energy: -1715.10771 Ha
* energy above the lowest of the compared OMol25 structures with the same formula, charge and spin: 47.4 kcal/mol



Molecular formula: C16H24N2O4
Method: DFT, ωB97M-V/def2-TZVPD

```
! RIJCOSX wB97M-V def2-TZVPD def2/J DEFGRID3
* xyz 0 1
O -2.729 -0.480 1.240
O -1.363 1.793 -2.133
O 1.108 -1.490 -0.488
O 2.075 -1.511 -2.507
N 0.148 0.907 -0.693
N -1.752 1.899 0.116
C 1.476 -0.927 -1.645
C -3.147 2.249 -0.050
C 1.090 0.544 -1.712
C -4.048 1.021 -0.228
C 2.395 1.378 -1.627
C -2.942 -2.869 0.702
C -2.310 -1.519 0.373
C 4.033 0.088 -0.227
C -1.029 1.539 -0.993
C 3.356 1.533 2.032
C 4.284 0.510 2.122
C -4.005 0.075 0.978
C 4.625 -0.209 0.988
C 2.764 1.829 0.816
C 3.093 1.107 -0.325
C 1.491 -2.848 -0.308
H 1.047 -3.169 0.631
H -3.457 2.824 0.826
H -3.737 0.495 -1.132
H -3.216 2.879 -0.940
H 4.302 -0.474 -1.110
H -4.750 -0.719 0.844
H 2.127 2.432 -1.711
H -4.255 0.630 1.887
H 2.045 2.633 0.749
H -5.078 1.349 -0.367
H 1.126 -3.457 -1.137
H -2.508 -1.256 -0.674
H 2.579 -2.926 -0.263
H 0.409 0.736 0.264
H 3.030 1.100 -2.469
H -1.565 1.372 0.958
H -2.501 -3.638 0.074
H -2.766 -3.117 1.746
H -1.227 -1.574 0.510
H 5.355 -1.002 1.051
H 0.603 0.739 -2.675
H 3.091 2.102 2.911
H 4.746 0.278 3.070
H -4.015 -2.856 0.525
*
```

Values from the calculation:
* HOMO energy: -9.04 eV
* LUMO: 0.7 eV
* electronic energy: -1034.59268 Ha
* energy above the lowest of the compared OMol25 structures with the same formula, charge and spin: 22.6 kcal/mol



Molecular formula: C2H8BNO3
Method: DFT, ωB97M-V/def2-TZVPD

```
! RIJCOSX wB97M-V def2-TZVPD def2/J DEFGRID3
* xyz 0 1
O -1.651 -1.365 1.163
O 0.271 -0.105 1.072
O -1.362 1.572 -0.292
N -1.249 0.731 -1.242
C 1.633 0.216 1.080
C -0.306 0.724 -2.103
B -0.270 -1.330 0.853
H -1.939 -0.467 1.285
H 1.811 0.087 2.251
H -2.060 0.145 -1.432
H -0.224 0.011 -2.926
H 0.558 -2.246 0.868
H 2.351 -0.567 0.598
H 0.574 1.348 -1.973
H 1.864 1.245 0.796
*
```

Values from the calculation:
* HOMO energy: -9.17 eV
* LUMO: 0.7 eV
* electronic energy: -386.28152 Ha
* energy above the lowest of the compared OMol25 structures with the same formula, charge and spin: 102.4 kcal/mol



Molecular formula: C4H8N2O
Method: DFT, ωB97M-V/def2-TZVPD

```
! RIJCOSX wB97M-V def2-TZVPD def2/J DEFGRID3
* xyz 0 1
O 1.050 -1.403 -0.132
N -0.388 0.455 1.465
N -1.279 -0.720 0.909
C -1.408 -0.643 -0.314
C 0.248 1.014 0.086
C 1.400 0.031 0.013
C -0.812 0.480 -0.984
H 2.281 0.289 -0.790
H -1.433 1.308 -1.632
H -1.968 -1.535 -0.531
H 0.287 2.080 0.151
H 0.255 -1.564 0.360
H 0.319 0.027 2.207
H -0.328 -0.048 -1.811
H 1.777 0.228 1.003
*
```

Values from the calculation:
* HOMO energy: -9.04 eV
* LUMO: 0.9 eV
* electronic energy: -341.80905 Ha
* energy above the lowest of the compared OMol25 structures with the same formula, charge and spin: 122.1 kcal/mol



Question: Which formula does entry 3 have?
Answer: C23H27N5O2S